{
  "formula": "C6H7N",
  "method": "wB97M-V/def2-TZVPD",
  "homo_ev": -7.333,
  "de_lowest_ev": 5.464,
  "energy_ev": -7820.183,
  "species": ["H", "H", "C", "H", "C", "C", "H", "C", "C", "H", "H", "H", "C", "N"],
  "xyz": [[1.53703, 0.78456, 0.84247], [1.81916, 0.63066, -0.90026], [0.62712, -0.90860, 0.14138], [-0.13590, -0.85270, 0.83711], [1.03633, 0.57423, -0.08894], [0.03567, 1.63185, -0.42873], [1.46925, -1.44857, 0.56461], [-2.02190, 0.79275, 0.36417], [-4.06564, -0.51656, -0.24171], [0.30295, 2.42886, -1.00618], [-4.98063, -1.09558, -0.28705], [0.16851, -1.32782, -0.84479], [-2.96942, -0.00272, -0.08959], [-1.09603, 1.42225, -0.02891]],
  "forces_ev_per_a": [[0.41, 0.79, 0.38], [-0.52, -0.13, 0.88], [-0.27, 1.03, -3.45], [-1.65, -0.44, 1.59], [2.27, -0.90, -1.20], [2.95, -2.04, 0.58], [-0.06, -0.24, -0.38], [-0.27, 0.90, 2.60], [0.22, -0.75, -0.11], [0.54, 2.31, -1.11], [0.59, 0.55, -0.16], [1.07, 0.24, 1.80], [-3.25, -1.55, -0.50], [-2.03, 0.23, -0.91]]
}